(1)
8
Properties=species:S:1:pos:R:3 method="wB97M-V/def2-TZVPD" fmax_ev_per_a=3.42 homo_lumo_gap_ha=0.393 de_lowest_kcal_mol=36.9 smiles=COP(F)Br homo_ev=-10.43 charge=0 energy_ev=-85182.822
C -1.20 0.14 -0.02
O -0.08 -0.67 -0.27
P 1.18 -0.30 0.69
F 1.72 1.20 -0.06
Br 2.74 -1.55 -0.36
H -2.12 -0.38 -0.44
H -1.00 0.94 -0.61
H -1.24 0.62 1.07

***

(2)
8
Properties=species:S:1:pos:R:3 method="wB97M-V/def2-TZVPD" fmax_ev_per_a=2.31 homo_lumo_gap_ha=0.279 de_lowest_kcal_mol=53.7 homo_ev=-9.26 charge=0 energy_ev=-85182.097
C -1.01 0.42 0.00
O -0.32 -0.80 0.19
F 1.59 -2.03 0.47
P 0.92 -1.20 -0.67
Br 2.34 1.40 0.02
H -0.29 1.10 -0.43
H -1.27 0.69 0.97
H -1.96 0.41 -0.55

***

(3)
8
Properties=species:S:1:pos:R:3 method="wB97M-V/def2-TZVPD" fmax_ev_per_a=6.82 homo_lumo_gap_ha=0.360 de_lowest_kcal_mol=41.3 homo_ev=-9.29 charge=0 energy_ev=-76151.411
C 0.55 -0.07 0.53
N -1.85 0.94 0.29
N -0.72 1.03 -0.32
O -2.74 1.64 -0.10
Br 2.20 0.62 -0.09
H 0.48 -1.12 0.15
H 0.24 0.22 1.57
H -0.10 1.82 -0.71

***

(4)
6
Properties=species:S:1:pos:R:3 method="wB97M-V/def2-TZVPD" fmax_ev_per_a=4.59 homo_lumo_gap_ha="0.147 / 0.148" de_lowest_kcal_mol=163.9 homo_ev="-7.51 / -7.54" charge=0 energy_ev=-73168.009
C 0.71 -0.23 -0.98
O -1.49 0.89 1.24
Br -1.47 0.25 2.77
H -0.07 0.36 -0.82
H 1.64 0.07 -1.24
H 0.68 -1.34 -0.96

***

(5)
6
Properties=species:S:1:pos:R:3 method="wB97M-V/def2-TZVPD" fmax_ev_per_a=4.18 homo_lumo_gap_ha="0.274 / 0.275" de_lowest_kcal_mol=96.6 homo_ev="-8.91 / -8.91" charge=0 energy_ev=-73170.928
C 0.29 0.53 -0.57
O -1.02 -0.95 0.48
Br -0.22 -1.35 1.96
H -0.44 0.56 -1.36
H 1.14 -0.11 -0.68
H 0.27 1.31 0.17

***

(6)
8
Properties=species:S:1:pos:R:3 method="wB97M-V/def2-TZVPD" fmax_ev_per_a=3.54 homo_lumo_gap_ha=0.359 de_lowest_kcal_mol=116.8 homo_ev=-9.94 charge=0 energy_ev=-77264.685
C -1.39 1.21 0.78
O -0.83 2.15 0.06
O 1.32 -1.03 -0.02
O 1.95 -2.30 0.16
Br -2.90 0.42 -0.32
H 1.68 -2.37 -0.79
H 1.38 -0.60 0.87
H -1.21 2.51 -0.75

***

(7)
9
Properties=species:S:1:pos:R:3 method="wB97M-V/def2-TZVPD" fmax_ev_per_a=4.27 homo_lumo_gap_ha=0.373 de_lowest_kcal_mol=8.3 homo_ev=-10.15 charge=0 energy_ev=-88104.407
C 1.05 -0.09 -0.23
O -2.00 0.26 2.13
O 1.45 -1.27 -0.86
O -0.22 -0.26 0.60
S -1.20 0.89 1.18
Br -2.46 1.11 -0.67
H 0.90 -1.39 -1.65
H 1.77 0.14 0.43
H 0.72 0.60 -0.93

***

(8)
9
Properties=species:S:1:pos:R:3 method="wB97M-V/def2-TZVPD" fmax_ev_per_a=6.30 homo_lumo_gap_ha="0.279 / 0.247" de_lowest_kcal_mol=32.5 spin_multiplicity=3 homo_ev="-7.98 / -10.38" charge=0 energy_ev=-88099.796
C -1.51 0.57 -0.34
O 2.67 0.58 0.14
O 1.64 -0.74 1.94
O -1.12 0.83 0.77
S 1.47 0.17 0.85
Br 0.43 -1.63 -0.76
H -0.28 -0.51 -0.76
H -1.17 1.11 -1.26
H -2.13 -0.38 -0.58

***

Copy entry 3 word for word.
8
Properties=species:S:1:pos:R:3 method="wB97M-V/def2-TZVPD" fmax_ev_per_a=6.82 homo_lumo_gap_ha=0.360 de_lowest_kcal_mol=41.3 homo_ev=-9.29 charge=0 energy_ev=-76151.411
C 0.55 -0.07 0.53
N -1.85 0.94 0.29
N -0.72 1.03 -0.32
O -2.74 1.64 -0.10
Br 2.20 0.62 -0.09
H 0.48 -1.12 0.15
H 0.24 0.22 1.57
H -0.10 1.82 -0.71

***

Repeat the first record exactly.
8
Properties=species:S:1:pos:R:3 method="wB97M-V/def2-TZVPD" fmax_ev_per_a=3.42 homo_lumo_gap_ha=0.393 de_lowest_kcal_mol=36.9 smiles=COP(F)Br homo_ev=-10.43 charge=0 energy_ev=-85182.822
C -1.20 0.14 -0.02
O -0.08 -0.67 -0.27
P 1.18 -0.30 0.69
F 1.72 1.20 -0.06
Br 2.74 -1.55 -0.36
H -2.12 -0.38 -0.44
H -1.00 0.94 -0.61
H -1.24 0.62 1.07

***

Copy entry 4 word for word.
6
Properties=species:S:1:pos:R:3 method="wB97M-V/def2-TZVPD" fmax_ev_per_a=4.59 homo_lumo_gap_ha="0.147 / 0.148" de_lowest_kcal_mol=163.9 homo_ev="-7.51 / -7.54" charge=0 energy_ev=-73168.009
C 0.71 -0.23 -0.98
O -1.49 0.89 1.24
Br -1.47 0.25 2.77
H -0.07 0.36 -0.82
H 1.64 0.07 -1.24
H 0.68 -1.34 -0.96